C48H29N8RhS5Te as an isolated structure at a distorted geometry. Source: OMol25; level of theory: ωB97M-V/def2-TZVPD.

Structure (ORCA input):
```
! RIJCOSX wB97M-V def2-TZVPD def2/J DEFGRID3
* xyz 0 1
C 4.22 -3.39 0.05
N 1.69 0.53 -0.07
H 4.97 -0.31 2.37
H -0.50 4.14 3.57
C -1.02 -4.25 0.58
C -0.94 2.26 -6.37
N -2.64 0.81 -2.47
N -0.27 0.81 -2.06
C -1.05 0.28 4.02
H -0.86 -3.43 1.28
H -5.61 0.78 -2.64
N 2.04 0.12 2.27
H -1.12 -4.88 -2.75
S -1.15 5.91 2.07
N -2.70 0.14 2.22
S 2.56 6.24 -2.35
C -1.18 -5.06 -1.68
H -2.86 0.43 5.17
C 0.33 0.50 6.40
H 5.20 -3.70 0.40
C 5.01 -0.10 1.31
C 1.53 5.62 -1.23
N -2.29 0.31 -0.14
C -1.67 1.82 -5.27
C -5.66 0.20 1.23
H -7.79 0.37 1.04
C 2.70 -2.95 -1.77
C -5.63 0.61 -1.57
H 4.73 -3.59 -2.03
C 0.85 1.08 -2.78
C 1.06 0.38 5.23
C -1.36 -5.51 1.05
C -1.45 4.51 3.17
C -3.08 0.19 0.95
H -7.76 0.71 -1.40
H 0.85 0.58 7.34
H 2.50 -2.90 -2.83
C -3.05 0.51 -1.25
H 2.14 0.38 5.22
H 3.43 -3.08 2.02
C 3.86 0.41 -0.77
Te -0.24 -2.17 -1.54
C -1.53 -6.31 -1.20
C -1.38 1.00 -2.82
Rh -0.30 0.38 -0.11
H 7.18 0.22 -1.28
C -1.07 0.51 6.38
C -0.91 -4.03 -0.79
H 1.22 -2.38 1.23
C 3.23 -3.05 0.96
C 1.16 1.94 -5.21
C 0.44 1.51 -4.11
C 6.23 0.19 -0.76
H -1.98 3.72 2.66
N 2.10 0.92 -2.40
S -1.16 2.73 0.42
C -0.14 4.11 0.12
C -4.45 0.45 -0.86
C -0.17 5.30 0.75
C 0.78 0.15 2.65
C 3.84 0.15 0.60
H 7.13 -0.25 1.14
C 2.48 0.63 -1.17
C 3.96 -3.33 -1.31
C -1.45 0.16 2.63
H 5.08 0.66 -2.53
H -1.43 -5.68 2.12
H -5.67 0.06 2.30
H -2.75 1.77 -5.29
S 1.00 3.98 -1.21
C -4.47 0.24 0.52
H -1.61 0.60 7.32
H -1.86 -7.53 0.53
C -6.82 0.57 -0.87
C 2.45 0.24 1.02
C 0.35 0.27 4.04
H -2.06 4.91 3.98
C 1.98 -2.67 0.52
C 6.20 -0.08 0.61
C 0.46 2.32 -6.34
C -6.84 0.37 0.52
C -0.96 1.46 -4.14
C -1.60 -6.54 0.16
C 1.71 -2.63 -0.85
H 0.99 2.68 -7.21
H -1.47 2.57 -7.26
S 0.87 6.54 0.07
C 5.06 0.44 -1.47
H 2.24 1.99 -5.18
H -1.74 -7.11 -1.90
N -0.33 0.07 1.85
C -1.78 0.40 5.20
*
```

Summary:
Relative energy (zero: lowest compared OMol25 entry of this formula, charge and spin)   98.98 kJ/mol
HOMO   -6.52 eV
Energy   -126648.574 eV